[1]
Computed, not measured: a molecular structure, C41H44AsBCdCl3N6OSSi at a distorted geometry, with ωB97M-V/def2-TZVPD.

Computed properties:
- Total energy: -6489.45907 Ha
- Orbital gap: 0.2492 hartree
- Lowest unoccupied orbital energy: 0.0867 Eh

```
! RIJCOSX wB97M-V def2-TZVPD def2/J DEFGRID3
* xyz -1 1
Cd 1.300 1.287 0.606
C 0.032 4.921 0.873
C 0.804 4.384 2.073
C 1.016 5.050 3.294
C 1.656 4.140 4.113
C 2.102 4.197 5.569
N 1.911 3.052 3.333
N 1.386 3.225 2.085
B 2.620 1.771 3.702
N 1.611 0.616 3.844
N 0.665 0.456 2.859
C -0.331 -0.264 3.333
C -1.542 -0.569 2.547
C -0.045 -0.577 4.677
C 1.197 0.001 4.957
C 1.971 -0.035 6.227
N 3.713 1.425 2.646
N 3.360 0.754 1.545
C 4.439 0.398 0.852
C 4.380 -0.445 -0.373
C 5.566 0.857 1.569
C 5.069 1.563 2.675
C 5.680 2.463 3.698
H 0.582 5.791 0.502
H -0.963 5.123 1.180
H 0.085 4.192 0.045
H 0.638 6.028 3.594
H 1.895 5.168 5.979
H 3.173 4.018 5.586
H 1.618 3.430 6.140
H 3.148 1.903 4.784
H -1.335 -1.044 1.602
H -2.078 0.338 2.361
H -2.179 -1.224 3.176
H -0.696 -1.084 5.389
H 1.278 -0.296 6.997
H 2.413 0.962 6.478
H 2.737 -0.809 6.231
H 5.340 -0.672 -0.805
H 3.833 0.115 -1.106
H 3.802 -1.361 -0.194
H 6.524 0.786 1.154
H 6.730 2.242 3.678
H 5.174 2.234 4.655
H 5.508 3.506 3.465
S 1.179 -0.711 -1.772
C 0.158 -1.972 -2.424
C 0.429 -3.320 -2.331
C -0.449 -4.282 -2.814
C -1.658 -3.937 -3.411
C -1.913 -2.580 -3.602
C -0.976 -1.640 -3.197
As -1.304 0.255 -3.136
C -2.969 0.519 -4.105
C -3.024 0.892 -5.442
C -4.237 1.120 -6.109
C -5.408 0.769 -5.459
C -5.378 0.341 -4.134
C -4.160 0.271 -3.461
C 0.016 0.901 -4.423
C 0.132 0.226 -5.620
C 0.929 0.723 -6.663
C 1.564 1.904 -6.482
C 1.397 2.616 -5.274
C 0.584 2.148 -4.266
H 1.342 -3.638 -1.828
H -0.270 -5.334 -2.637
H -2.447 -4.652 -3.578
H -2.837 -2.195 -4.097
H -2.064 1.094 -5.910
H -4.206 1.421 -7.160
H -6.363 0.810 -5.970
H -6.284 0.077 -3.640
H -4.119 -0.025 -2.447
H -0.457 -0.692 -5.696
H 0.954 0.143 -7.609
H 2.267 2.270 -7.242
H 1.950 3.516 -5.095
H 0.476 2.692 -3.325
Cl 2.157 2.531 -1.311
Si -1.384 1.548 -0.856
Cl -3.265 0.704 -0.266
Cl -2.180 3.263 -1.910
C -0.038 -3.196 1.015
C -1.460 -3.227 0.465
O -1.857 -2.408 -0.368
C -2.496 -4.210 0.945
C -2.312 -5.483 1.486
C -3.417 -6.328 1.639
C -4.708 -5.907 1.353
C -4.888 -4.681 0.784
C -3.797 -3.832 0.591
H 0.326 -2.145 0.762
H 0.598 -3.911 0.471
H -0.021 -3.429 2.041
H -1.307 -5.893 1.676
H -3.260 -7.337 2.022
H -5.497 -6.646 1.506
H -5.864 -4.274 0.618
H -3.971 -2.886 0.099
*
```

---

[2]
Computed, not measured: C6H10O in the gas phase at a distorted geometry, with ωB97M-V/def2-TZVPD.

Computed properties:
- SMILES: O=CCCC1CC1
- Total energy: -309.80504 Ha
- Orbital gap: 0.3969 hartree
- Lowest unoccupied orbital energy: 0.0397 Eh
- Energy above the lowest of the compared OMol25 structures with the same formula, charge and spin: 98.0 kJ/mol

```
! RIJCOSX wB97M-V def2-TZVPD def2/J DEFGRID3
* xyz 0 1
O 1.899 -1.202 1.981
C 2.272 -0.918 0.862
C 1.457 -0.092 -0.095
C 0.344 0.706 0.575
C -0.752 0.751 -0.436
C -1.357 -0.548 -0.884
C -2.180 0.497 -0.130
H 3.219 -1.327 0.447
H 2.114 0.501 -0.745
H 0.937 -0.819 -0.712
H 0.622 1.722 0.872
H 0.015 0.172 1.477
H -0.597 1.433 -1.267
H -1.455 -0.756 -1.953
H -1.159 -1.453 -0.292
H -2.938 1.140 -0.588
H -2.441 0.194 0.887
*
```

---

[3]
Computed, not measured: a molecular structure, C41H38FN3O2W, with ωB97M-V/def2-TZVPD.

Computed properties:
- Total energy: -2066.35483 Ha
- Orbital gap (spin up / spin down): 0.2319 / 0.2219 hartree
- Lowest unoccupied orbital energy (spin up / spin down): -0.2685 / -0.2814 Eh
- <S²>: 2.023
- Energy above the lowest of the compared OMol25 structures with the same formula, charge and spin: 0.0 kJ/mol

```
! RIJCOSX wB97M-V def2-TZVPD def2/J DEFGRID3
* xyz 2 3
W 0.014 0.158 0.494
O -4.271 2.569 6.499
C -3.462 1.507 6.619
O -3.537 0.783 7.565
C -2.450 1.248 5.524
C -1.748 0.051 5.621
C -0.792 -0.283 4.679
C -0.537 0.597 3.635
C -1.236 1.789 3.511
C -2.186 2.113 4.468
N 0.438 0.243 2.642
C 1.608 -0.135 3.002
C 2.501 -0.654 1.976
C 3.737 -1.184 2.269
C 4.465 -1.793 1.248
C 3.909 -1.858 -0.013
C 2.667 -1.282 -0.250
N 1.976 -0.668 0.719
H -4.142 3.048 5.675
H -1.970 -0.608 6.449
H -0.272 -1.231 4.738
H -1.013 2.477 2.706
H -2.690 3.067 4.375
H 1.914 -0.119 4.045
H 4.112 -1.139 3.282
H 5.438 -2.221 1.448
H 4.425 -2.340 -0.831
H 2.217 -1.306 -1.233
C 4.320 1.759 -1.384
C 2.879 2.041 -1.819
C 2.819 3.377 -2.566
C 2.294 0.917 -2.659
C 3.038 0.405 -3.714
C 2.560 -0.637 -4.493
C 1.321 -1.188 -4.226
C 0.521 -0.709 -3.187
C -0.854 -1.318 -2.980
C -1.835 -0.807 -4.039
C -0.817 -2.847 -2.986
C 1.026 0.348 -2.417
N 0.257 0.864 -1.308
C -0.211 2.202 -1.457
C -0.748 2.721 -2.633
C -1.164 4.042 -2.679
C -1.046 4.872 -1.570
C -0.506 4.383 -0.387
C -0.121 3.067 -0.382
F 0.443 2.517 0.782
H 4.657 2.538 -0.700
H 5.003 1.759 -2.233
H 4.418 0.796 -0.879
H 2.287 2.133 -0.905
H 3.418 3.327 -3.477
H 3.222 4.179 -1.946
H 1.801 3.642 -2.852
H 4.011 0.827 -3.934
H 3.156 -1.017 -5.312
H 0.956 -1.997 -4.844
H -1.216 -1.008 -2.002
H -1.488 -1.069 -5.040
H -1.954 0.276 -3.999
H -2.819 -1.257 -3.898
H -0.609 -3.240 -3.982
H -1.785 -3.245 -2.677
H -0.058 -3.238 -2.306
H -0.806 2.091 -3.510
H -1.576 4.432 -3.600
H -1.366 5.903 -1.622
H -0.378 5.002 0.490
C -2.444 -5.324 1.018
C -1.108 -5.015 0.694
C -0.724 -3.713 0.511
C -1.666 -2.675 0.639
C -1.333 -1.305 0.459
C -2.293 -0.323 0.615
C -3.628 -0.613 0.972
C -3.957 -1.928 1.133
C -3.008 -2.980 0.973
C -3.375 -4.330 1.158
H -2.732 -6.357 1.158
H -0.388 -5.816 0.589
H 0.299 -3.464 0.252
H -2.071 0.757 0.406
H -4.363 0.171 1.085
H -4.976 -2.188 1.393
H -4.399 -4.569 1.413
*
```

---

[4]
Computed, not measured: a molecular structure, C22H33N2OP3V at a distorted geometry, with ωB97M-V/def2-TZVPD.

Computed properties:
- Total energy: -3010.60589 Ha
- Orbital gap (spin up / spin down): 0.2606 / 0.1975 hartree
- Lowest unoccupied orbital energy (spin up / spin down): -0.0806 / -0.1819 Eh
- <S²>: 6.042
- Energy above the lowest of the compared OMol25 structures with the same formula, charge and spin: 0.0 kJ/mol

```
! RIJCOSX wB97M-V def2-TZVPD def2/J DEFGRID3
* xyz 1 5
V -0.396 -0.088 0.280
P 0.681 2.012 0.176
P 1.637 -1.335 0.468
N -1.826 0.724 -0.764
N -1.027 -1.755 -0.654
H -3.281 0.123 -2.060
H -3.035 -2.363 -0.963
H -3.642 -0.234 -0.359
C -2.838 -0.195 -1.114
H -2.181 -1.827 -2.409
C -2.301 -1.626 -1.327
H -2.396 2.323 -2.071
H -0.660 -3.733 -1.263
C -1.515 1.775 -1.701
C -0.252 -2.850 -0.753
H -1.038 3.464 -0.504
C -0.481 2.723 -1.088
H 0.075 3.262 -1.854
H 2.851 -1.193 -0.240
H 2.172 -1.834 1.706
H 1.966 2.392 -0.305
H 0.543 3.004 1.198
O 1.545 0.356 -1.829
C 1.603 0.241 -3.067
C 1.454 1.464 -3.930
C 1.343 -1.132 -3.665
H -1.283 1.284 -2.627
H 0.761 2.113 -3.377
H 2.355 2.017 -4.192
H 0.925 1.158 -4.831
H 0.724 -1.691 -2.950
H 0.658 -0.942 -4.496
H 2.187 -1.750 -4.009
C 1.041 -2.846 -0.244
H 1.652 -3.746 -0.302
C -2.958 -0.370 2.682
P -1.163 -0.276 2.454
C -0.613 1.189 3.395
C 0.738 1.342 3.767
C 1.160 2.546 4.334
C 0.281 3.629 4.454
C -1.045 3.490 4.025
C -1.500 2.277 3.505
C -0.591 -1.835 3.233
C -1.086 -3.037 2.683
C -0.501 -4.252 3.030
C 0.548 -4.293 3.960
C 0.987 -3.103 4.557
C 0.395 -1.879 4.230
H -3.447 0.475 2.181
H -3.166 -0.350 3.762
H -3.337 -1.308 2.252
H 1.450 0.526 3.600
H 2.193 2.635 4.673
H 0.635 4.576 4.875
H -1.729 4.338 4.095
H -2.540 2.183 3.178
H -1.919 -3.028 1.967
H -0.862 -5.181 2.581
H 1.027 -5.241 4.216
H 1.792 -3.118 5.293
H 0.696 -0.958 4.735
*
```

---

[5]
Computed, not measured: a molecular structure, C33H37BaClO2Si2 at a distorted geometry, with ωB97M-V/def2-TZVPD.

Computed properties:
- Total energy: -2494.54487 Ha
- Orbital gap: 0.2021 hartree
- Lowest unoccupied orbital energy: -0.0047 Eh
- Energy above the lowest of the compared OMol25 structures with the same formula, charge and spin: 191.3 kJ/mol

```
! RIJCOSX wB97M-V def2-TZVPD def2/J DEFGRID3
* xyz 0 1
C -1.248 -0.439 1.859
C -2.083 0.188 0.902
C -2.167 -0.657 -0.227
H -2.568 1.143 1.016
C -1.386 -1.809 0.027
C -0.820 -1.672 1.314
H -0.171 -2.383 1.796
H -0.990 -0.050 2.830
H -2.732 -0.470 -1.124
H -1.230 -2.623 -0.660
Ba 0.000 0.000 0.000
Si 3.327 0.404 -8.682
C 2.332 1.910 -9.178
C 2.741 2.728 -10.233
H 3.636 2.482 -10.791
C 2.012 3.856 -10.587
H 2.343 4.477 -11.409
C 0.858 4.182 -9.890
H 0.287 5.059 -10.166
C 0.434 3.377 -8.842
H -0.469 3.626 -8.299
C 1.164 2.252 -8.491
H 0.815 1.627 -7.678
C 2.408 -1.169 -9.115
C 1.202 -1.120 -9.820
H 0.779 -0.162 -10.097
C 0.527 -2.282 -10.160
H -0.406 -2.224 -10.705
C 1.046 -3.518 -9.800
H 0.519 -4.426 -10.064
C 2.240 -3.587 -9.097
H 2.646 -4.548 -8.809
C 2.912 -2.421 -8.757
H 3.840 -2.490 -8.201
H 3.598 0.382 -7.219
Si 0.099 0.207 -2.472
C -0.414 -1.378 -3.372
C -1.487 -1.370 -4.266
H -1.929 -0.426 -4.563
C -1.992 -2.548 -4.801
H -2.821 -2.513 -5.496
C -1.426 -3.767 -4.458
H -1.815 -4.687 -4.876
C -0.354 -3.798 -3.575
H 0.102 -4.744 -3.311
C 0.138 -2.618 -3.038
H 0.979 -2.660 -2.357
C -0.962 1.559 -3.282
C -2.191 1.908 -2.720
H -2.503 1.432 -1.797
C -3.014 2.862 -3.305
H -3.963 3.115 -2.849
C -2.615 3.493 -4.474
H -3.249 4.240 -4.934
C -1.396 3.160 -5.052
H -1.079 3.649 -5.964
C -0.584 2.202 -4.463
H 0.364 1.952 -4.923
H 4.641 0.481 -9.378
Cl 2.073 0.612 -3.344
C 0.330 2.615 2.220
O 0.686 2.502 0.858
C 2.073 2.715 0.666
C 2.941 1.539 1.127
O 2.676 0.392 0.346
C 3.129 -0.759 1.018
H -0.776 2.664 2.289
H 0.708 3.559 2.672
H 0.673 1.736 2.803
H 2.249 2.891 -0.416
H 2.404 3.648 1.177
H 4.001 1.833 0.960
H 2.796 1.373 2.218
H 2.541 -0.938 1.946
H 2.995 -1.634 0.349
H 4.216 -0.690 1.244
*
```

---

[6]
Computed, not measured: a molecular structure, C2H4ClFN2 at a distorted geometry, with ωB97M-V/def2-TZVPD.

Computed properties:
- Total energy: -748.03386 Ha
- Orbital gap: 0.3531 hartree
- Lowest unoccupied orbital energy: 0.0119 Eh
- Energy above the lowest of the compared OMol25 structures with the same formula, charge and spin: 370.0 kJ/mol

```
! RIJCOSX wB97M-V def2-TZVPD def2/J DEFGRID3
* xyz 0 1
C -0.053 -0.164 0.974
C 1.213 0.299 0.362
H -2.436 -0.517 -1.414
H -1.173 0.886 -1.246
H -0.050 -0.554 2.065
H 1.991 0.731 1.123
N -1.368 -0.430 -1.041
N -1.085 -0.522 0.340
F 1.167 1.302 -0.654
Cl 1.793 -1.032 -0.510
*
```

---

[7]
Computed, not measured: 2 unconnected molecules or ions with the total composition C9H10ClO3P at a distorted geometry, with ωB97M-V/def2-TZVPD.

Computed properties:
- Total energy: -1376.15641 Ha
- Orbital gap (spin up / spin down): 0.2066 / 0.2066 hartree
- Lowest unoccupied orbital energy (spin up / spin down): 0.2108 / 0.2108 Eh
- Energy above the lowest of the compared OMol25 structures with the same formula, charge and spin: 362.8 kJ/mol

```
! RIJCOSX wB97M-V def2-TZVPD def2/J DEFGRID3
* xyz -2 1
C -2.705 1.544 0.858
C -1.937 0.634 1.581
C -2.185 2.128 -0.310
C -0.695 0.296 1.054
C -0.954 1.823 -0.830
C -0.237 0.792 -0.202
C 0.817 -2.782 -0.487
C 0.459 -1.670 -1.409
C 1.085 0.355 -0.499
O 2.611 1.416 1.349
O 3.611 -0.410 0.013
O 1.706 -1.020 1.739
P 2.451 0.023 0.818
Cl 1.803 1.096 -1.820
H -3.690 1.870 1.233
H -2.352 0.443 2.511
H -2.586 3.049 -0.826
H 0.151 -0.291 1.417
H -0.562 2.401 -1.681
H 1.358 -3.599 -0.890
H 1.602 -2.307 0.330
H -0.162 -2.940 -0.083
H -0.562 -1.142 -1.488
H 0.974 -1.707 -2.379
*
```

---

[8]
Computed, not measured: 2 unconnected molecules or ions with the total composition BrH3NO2P at a distorted geometry, with ωB97M-V/def2-TZVPD.

Computed properties:
- Total energy: -3122.32761 Ha
- Orbital gap (spin up / spin down): 0.2597 / 0.2597 hartree
- Lowest unoccupied orbital energy (spin up / spin down): -0.0348 / -0.0348 Eh
- Energy above the lowest of the compared OMol25 structures with the same formula, charge and spin: 141.3 kJ/mol

```
! RIJCOSX wB97M-V def2-TZVPD def2/J DEFGRID3
* xyz 0 1
N -1.278 0.491 -0.356
O -0.113 -0.959 1.340
O 1.687 -0.439 -1.092
P -0.701 -1.023 -0.177
Br 2.553 0.600 -0.095
H -1.363 1.245 0.315
H -1.626 0.677 -1.278
H 0.840 -0.592 1.343
*
```

---

[9]
Computed, not measured: 4 unconnected molecules or ions with the total composition C26H53INO11S4 at a distorted geometry, with ωB97M-V/def2-TZVPD.

Computed properties:
- Total energy: -3795.02879 Ha
- Orbital gap: 0.2841 hartree
- Lowest unoccupied orbital energy: -0.1405 Eh
- Energy above the lowest of the compared OMol25 structures with the same formula, charge and spin: 0.0 kJ/mol

```
! RIJCOSX wB97M-V def2-TZVPD def2/J DEFGRID3
* xyz 1 1
C 1.301 5.254 -3.374
C 0.854 4.045 -2.529
C 0.856 2.703 -3.310
C 1.566 1.611 -2.562
C 2.822 1.187 -3.035
O 3.303 1.831 -4.118
C 4.261 1.162 -4.919
C 3.632 0.003 -5.744
C 4.126 0.071 -7.176
O 2.219 0.066 -5.685
C 3.494 0.182 -2.369
C 2.925 -0.358 -1.233
C 1.702 0.080 -0.753
C 1.181 -0.558 0.507
S 2.378 -0.567 1.894
C 3.378 0.929 1.730
C 4.845 0.655 1.340
N 1.035 1.045 -1.445
C -0.301 1.471 -0.995
I -0.179 2.589 0.849
C -1.347 0.358 -0.969
C -1.304 -0.467 -2.268
H 2.283 5.578 -3.048
H 0.640 6.092 -3.187
H 1.347 5.017 -4.429
H -0.123 4.223 -2.094
H 1.543 3.950 -1.694
H -0.169 2.360 -3.449
H 1.276 2.802 -4.297
H 5.141 0.832 -4.372
H 4.627 1.912 -5.611
H 3.951 -0.946 -5.323
H 3.569 -0.604 -7.814
H 4.012 1.086 -7.557
H 5.189 -0.144 -7.229
H 1.939 0.680 -6.371
H 4.452 -0.188 -2.689
H 3.460 -1.122 -0.698
H 1.017 -1.610 0.294
H 0.275 -0.132 0.898
H 3.372 1.453 2.678
H 2.932 1.619 1.020
H 5.000 0.994 0.317
H 5.530 1.218 1.961
H 5.070 -0.404 1.355
H -0.686 2.209 -1.669
H -1.309 -0.262 -0.085
H -2.300 0.877 -0.933
H -0.812 -1.421 -2.110
H -0.789 0.085 -3.049
H -2.302 -0.624 -2.645
O -4.869 -1.471 -5.577
S -5.100 -0.238 -4.895
O -4.614 -0.051 -3.555
O -6.639 0.114 -4.949
C -7.586 -0.876 -4.475
C -7.618 -0.985 -2.965
C -4.534 1.102 -5.886
H -7.368 -1.836 -4.944
H -8.550 -0.539 -4.849
H -6.679 -1.374 -2.572
H -8.417 -1.660 -2.661
H -7.787 -0.008 -2.513
H -4.917 0.980 -6.895
H -3.447 1.061 -5.885
H -4.876 2.034 -5.445
O 4.084 -4.024 7.302
S 3.148 -2.977 7.570
O 1.825 -3.288 8.007
O 3.072 -2.032 6.288
C 2.772 -2.656 5.023
C 1.311 -3.042 4.894
C 3.858 -1.805 8.673
H 3.426 -3.517 4.871
H 3.021 -1.918 4.265
H 1.040 -3.825 5.599
H 1.109 -3.408 3.887
H 0.665 -2.188 5.095
H 4.855 -1.549 8.326
H 3.905 -2.282 9.650
H 3.216 -0.930 8.714
O -1.867 -2.098 4.758
S -2.165 -0.961 5.575
O -1.766 -0.930 6.945
O -3.714 -0.642 5.462
C -4.647 -1.706 5.766
C -4.758 -1.985 7.251
C -1.577 0.495 4.780
H -4.367 -2.602 5.210
H -5.602 -1.361 5.375
H -3.829 -2.384 7.654
H -5.547 -2.714 7.432
H -4.989 -1.070 7.797
H -1.899 0.482 3.742
H -0.491 0.474 4.843
H -1.966 1.365 5.301
*
```